1.
Computed, not measured: a structure of composition C34H44BrO2S2SeTa in a non-equilibrium geometry, with ωB97M-V/def2-TZVPD.

XYZ file:
```
85
Properties=species:S:1:pos:R:3:lowdin_charge:R:1
Ta -0.9207 2.8956 -0.1582 0.94
C -4.7490 -4.0948 -0.4086 -0.04
C -3.3113 -3.8822 0.0890 -0.56
C -3.2677 -4.1906 1.5874 -0.06
C -2.3628 -4.8574 -0.6266 -0.04
C -2.8786 -2.4512 -0.2144 -0.16
C -2.5240 -1.5522 0.7779 -0.05
C -2.1066 -0.2811 0.4253 -0.37
Se -1.4578 0.9423 1.7833 1.14
C 0.3674 0.3044 1.6852 -0.37
C 0.7618 -0.7876 2.4306 -0.05
C 2.0438 -1.2927 2.2694 -0.16
C 2.8846 -0.6217 1.3861 0.02
C 2.5301 0.4984 0.6397 -0.07
C 1.2086 0.9556 0.7725 -0.29
O 0.6692 1.9738 0.1003 -0.40
C 3.6053 1.1277 -0.2588 -0.53
C 4.8052 1.5153 0.6214 -0.04
C 4.0481 0.0898 -1.3018 -0.04
C 3.1722 2.3898 -1.0144 -0.06
C 2.5422 -2.5306 3.0067 -0.56
C 1.4573 -3.1436 3.8960 -0.06
C 3.7405 -2.1546 3.8920 -0.04
C 2.9724 -3.5905 1.9795 -0.04
C -2.0379 0.1512 -0.8988 -0.31
O -1.5982 1.3988 -1.1139 -0.37
C -2.4246 -0.7348 -1.9215 -0.08
C -2.8227 -2.0066 -1.5366 0.03
C -2.4099 -0.2964 -3.3869 -0.53
C -0.9835 0.0883 -3.8167 -0.03
C -2.8793 -1.4194 -4.3146 -0.07
C -3.3699 0.8939 -3.5700 -0.03
H -5.0867 -5.1035 -0.1611 0.09
H -4.8190 -3.9674 -1.4895 0.08
H -5.4229 -3.3783 0.0643 0.09
H -3.5734 -5.2256 1.7458 0.09
H -3.9493 -3.5486 2.1486 0.09
H -2.2589 -4.0703 1.9880 0.08
H -2.6357 -5.8866 -0.3841 0.09
H -1.3327 -4.6853 -0.3086 0.09
H -2.4065 -4.7401 -1.7097 0.08
H -2.5439 -1.8094 1.8280 0.10
H 0.0506 -1.2306 3.1144 0.10
H 3.8956 -0.9929 1.2726 0.10
H 5.2315 0.6532 1.1359 0.07
H 4.5000 2.2453 1.3733 0.10
H 5.5857 1.9629 0.0033 0.09
H 4.4555 -0.8089 -0.8359 0.08
H 4.8194 0.5170 -1.9458 0.09
H 3.2037 -0.2050 -1.9283 0.09
H 2.8471 3.1767 -0.3339 0.09
H 2.3697 2.1862 -1.7208 0.08
H 4.0277 2.7653 -1.5792 0.09
H 1.1350 -2.4478 4.6730 0.09
H 1.8605 -4.0307 4.3862 0.09
H 0.5881 -3.4470 3.3086 0.08
H 3.4604 -1.3733 4.6005 0.09
H 4.5775 -1.7911 3.2946 0.08
H 4.0771 -3.0285 4.4537 0.09
H 2.1411 -3.8370 1.3162 0.09
H 3.2886 -4.4992 2.4960 0.09
H 3.8040 -3.2412 1.3666 0.08
H -3.1123 -2.6951 -2.3188 0.10
H -0.3004 -0.7502 -3.6649 0.09
H -0.6090 0.9431 -3.2593 0.07
H -0.9756 0.3505 -4.8766 0.09
H -2.2271 -2.2932 -4.2532 0.09
H -2.8573 -1.0568 -5.3429 0.09
H -3.9039 -1.7224 -4.0890 0.09
H -3.0622 1.7550 -2.9814 0.07
H -4.3782 0.6122 -3.2608 0.09
H -3.3986 1.1929 -4.6199 0.09
S -0.0600 4.6383 -1.6342 0.56
C 0.0048 6.0010 -0.4990 -0.66
C 0.1403 7.2763 -1.0461 -0.13
C 0.2717 8.3880 -0.2349 -0.09
C 0.2633 8.2407 1.1462 -0.09
C 0.1011 6.9856 1.7012 -0.13
C -0.0343 5.8545 0.8945 -0.67
S -0.2143 4.3035 1.7171 0.55
H 0.1507 7.3805 -2.1239 0.10
H 0.3770 9.3684 -0.6808 0.10
H 0.3818 9.1007 1.7925 0.10
H 0.0806 6.8463 2.7747 0.10
Br -3.2319 3.7851 -0.1141 0.08
```

Summary:
- total charge = 0

---

2.
Computed, not measured: a structure of composition C41H49Cl5InN11O4S2Si2Te in a non-equilibrium geometry, with ωB97M-V/def2-TZVPD.

XYZ file:
```
116
Properties=species:S:1:pos:R:3:lowdin_charge:R:1
In -0.4845 0.3363 1.3311 0.58
C 4.1430 -2.7952 0.2630 -0.04
N 2.8326 -2.1521 0.1351 -0.09
C 2.1581 -1.4560 1.0483 -0.10
N 0.8987 -1.3185 0.6491 0.02
C 0.8659 -1.9512 -0.5555 -0.18
N 2.0198 -2.4547 -0.8941 0.14
C 3.9656 -4.2171 0.7979 -0.18
C 4.7489 -4.7401 1.8221 -0.02
C 4.4330 -5.9777 2.3697 -0.05
C 3.2802 -6.6538 1.9950 0.00
C 2.5025 -6.1338 0.9681 -0.12
C 2.9051 -4.9677 0.3247 0.01
C 1.1237 -6.5096 0.6547 -0.27
N 0.4833 -6.1405 -0.4104 0.11
N -0.8469 -6.2339 -0.1324 0.11
C -0.9496 -6.6592 1.0858 -0.28
O 0.2679 -6.8890 1.6359 0.16
C -2.1416 -6.5443 1.9233 -0.13
C -2.4646 -7.3792 2.9859 0.00
C -3.5222 -7.0383 3.8152 -0.04
C -4.2065 -5.8421 3.6424 -0.01
C -3.8779 -5.0031 2.5853 -0.19
C -4.4963 -3.6271 2.4220 -0.05
N -3.4727 -2.5877 2.5611 -0.09
C -2.5602 -2.1514 1.6927 -0.13
N -1.7965 -1.2399 2.2862 0.02
C -2.3037 -1.1561 3.5479 -0.19
N -3.3163 -1.9577 3.7372 0.16
C -2.8813 -5.3856 1.7054 0.01
H 4.7496 -2.2066 0.9485 0.13
H 4.6057 -2.7981 -0.7233 0.14
H 2.5664 -1.0653 1.9653 0.12
H -0.0255 -2.0761 -1.1461 0.12
H 5.5966 -4.1836 2.2028 0.12
H 5.0654 -6.3934 3.1420 0.11
H 2.9873 -7.5655 2.4978 0.13
H 2.3085 -4.6291 -0.5031 0.09
H -1.8992 -8.2845 3.1600 0.13
H -3.7958 -7.6933 4.6305 0.12
H -4.9864 -5.5604 4.3383 0.12
H -5.2228 -3.4360 3.2075 0.13
H -4.9702 -3.5282 1.4448 0.14
H -2.4478 -2.4758 0.6726 0.14
H -1.9111 -0.4996 4.3051 0.11
H -2.6235 -4.7763 0.8502 0.11
Cl -5.0048 6.6601 1.5478 0.72
C -4.1172 5.1957 1.6559 -0.71
C -3.1472 4.8863 0.7099 -0.70
Cl -2.8524 5.9691 -0.5897 0.72
C -2.4058 3.7101 0.8141 -0.56
Cl -1.2184 3.3339 -0.3926 0.70
C -2.5897 2.8144 1.8802 -0.48
O -1.8840 1.7236 2.1033 -0.27
C -3.5897 3.1540 2.8188 -0.61
Cl -3.8262 2.0644 4.1306 0.77
C -4.3529 4.3077 2.7094 -0.70
Cl -5.5689 4.6439 3.8639 0.74
C 2.5500 4.9789 -4.4276 -0.17
Si 2.3869 5.4672 -2.6133 0.45
C 3.6636 6.7502 -2.1245 -0.16
C 0.6151 5.9925 -2.2238 -0.21
C 2.6409 3.8841 -1.5336 -0.43
Te 1.1386 2.5458 -2.1463 1.71
C 2.4294 1.4007 -3.3845 -0.43
Si 1.6488 0.4974 -4.8997 0.47
C 3.0674 0.1258 -6.0715 -0.17
C 0.3657 1.6875 -5.6264 -0.19
C 0.8241 -1.1323 -4.4231 -0.16
H 2.2568 5.8186 -5.0595 0.05
H 1.9144 4.1308 -4.6961 0.00
H 3.5807 4.7320 -4.6874 0.05
H 3.5437 7.6363 -2.7506 0.04
H 4.6821 6.3881 -2.2686 0.04
H 3.5586 7.0692 -1.0873 0.04
H 0.4191 7.0208 -2.5296 0.05
H 0.4180 5.9301 -1.1527 0.01
H -0.1129 5.3587 -2.7364 0.01
H 2.4935 4.0836 -0.4718 0.03
H 3.6003 3.3935 -1.6917 0.04
H 2.8982 0.6940 -2.6948 0.03
H 3.1970 2.0883 -3.7435 0.02
H 3.5967 1.0175 -6.4088 0.04
H 2.6916 -0.3860 -6.9590 0.04
H 3.7984 -0.5385 -5.6076 0.04
H 0.8344 2.4667 -6.2297 0.03
H -0.2221 2.1776 -4.8440 0.00
H -0.3254 1.1573 -6.2835 0.04
H 1.3858 -1.6734 -3.6601 0.02
H 0.7928 -1.7688 -5.3091 0.05
H -0.2054 -1.0162 -4.0827 0.01
O 1.4789 1.1837 -0.7837 -0.60
O 0.9870 1.6620 0.4845 -0.47
S 0.9098 0.5657 3.5038 0.73
C 1.2125 2.2352 3.4702 -1.06
N 0.2722 3.1461 3.3995 -0.01
C 0.6698 4.5378 3.2755 -0.17
C 2.1319 4.6165 3.7253 -0.36
S 2.7898 2.9068 3.6320 1.01
H -0.6874 2.8419 3.2617 0.11
H 0.0315 5.1580 3.9037 0.14
H 0.5574 4.8622 2.2366 0.12
H 2.2343 4.9592 4.7521 0.09
H 2.7363 5.2445 3.0777 0.08
C -4.2266 0.3538 0.6043 0.02
C -3.2466 0.3058 -0.5143 -0.34
N -1.9379 0.0879 -0.4797 0.05
C -1.4972 0.1011 -1.7860 -0.17
C -2.5464 0.3214 -2.6174 -0.05
N -3.6369 0.4485 -1.7991 0.14
H -3.7186 0.4054 1.5618 0.05
H -4.8616 -0.5345 0.5909 0.10
H -4.8691 1.2291 0.5015 0.11
H -0.4665 -0.0915 -2.0182 0.06
H -2.6112 0.3775 -3.6895 0.13
H -4.5800 0.6328 -2.1019 0.18
```

Summary:
- total charge = +2

---

3.
Computed, not measured: a cluster of 2 separate species, C3H10FN2 in total in a non-equilibrium geometry, with ωB97M-V/def2-TZVPD.

XYZ file:
```
16
Properties=species:S:1:pos:R:3:lowdin_charge:R:1
C 1.1307 -0.0755 -1.5094 -0.06
C 1.3250 -0.6688 -0.1528 -0.18
C -0.2982 0.0957 1.0487 -0.26
N -0.5104 1.4580 0.9772 0.06
N -1.4455 -0.7108 0.5583 0.21
F 0.9782 -1.9812 -0.0928 -0.02
H 1.9351 -0.3831 -2.1774 0.10
H 1.1406 1.0126 -1.4566 0.08
H 0.1938 -0.4115 -1.9618 0.08
H 2.2343 -0.4749 0.3949 0.13
H 0.0139 -0.2481 2.0310 0.14
H -0.5404 1.8766 0.0561 0.09
H 0.0722 1.9964 1.6031 0.11
H -2.1909 -0.7615 1.2671 0.18
H -1.1173 -1.6654 0.3464 0.16
H -1.8346 -0.2794 -0.2893 0.17
```

Summary:
- total charge = +1

---

no.,frontier orbital gap (eV),highest occupied orbital energy (eV)
1,7.06,-7.79
2,7.21,-12.44
3,9.44,-12.93